# 1
Formula: C4H7O3P
Source: the OMol25 dataset
Level of theory: ωB97M-V/def2-TZVPD

Its energy relative to the best compared isomer or geometry (same formula, charge and spin) is 2.088 eV. Its total charge is -2.

XYZ file:
```
15
Properties=species:S:1:pos:R:3:forces:R:3
C 0.269850 -1.411878 -0.319968 -0.19 -2.15 -0.98
C -0.475609 -0.447455 0.125391 -1.26 1.57 1.75
C 1.644178 -1.189668 -0.893436 -0.14 1.85 -1.66
C -1.787605 -0.846484 0.845780 -0.44 -0.49 -1.57
O 0.090084 3.078185 -1.296704 0.03 -0.60 -0.24
O -0.922908 3.341495 1.026451 -0.66 -0.57 0.31
O 1.554529 2.993874 0.795830 1.44 -0.74 0.48
P 0.222880 2.916437 0.178196 -0.90 1.73 -0.61
H -0.310166 -2.409813 -0.335156 1.38 0.23 -0.27
H 1.764639 -1.069712 -2.037884 -0.63 -0.37 1.27
H 1.971867 -0.199933 -0.515789 -0.23 -0.39 -0.13
H 2.413917 -1.860136 -0.628437 0.82 -1.30 0.61
H -2.522253 -1.540818 0.240929 1.03 1.06 0.45
H -2.289807 0.090403 1.063746 -0.53 -0.18 0.37
H -1.623595 -1.444497 1.751050 0.27 0.35 0.22
```
Forces are in eV/Å.



# 2
Formula: C4H7O3Pd
Source: the OMol25 dataset
Level of theory: ωB97M-V/def2-TZVPD

The multiplicity is 4. Its energy relative to the best compared isomer or geometry (same formula, charge and spin) is 0.000 eV. Its total charge is 0. The expectation value of S² is 3.76.

XYZ file:
```
15
Properties=species:S:1:pos:R:3:forces:R:3
O -2.156940 -0.760848 -1.355625 -1.00 0.48 0.11
C -2.456406 -0.121482 -0.221082 -0.13 -0.10 0.03
C -1.354134 0.635260 0.432957 -2.17 0.70 1.06
O -0.172788 -0.197215 0.381023 0.56 3.42 7.30
C 1.106774 0.436790 0.412347 0.66 0.79 0.40
C 2.094088 -0.554078 -0.205582 1.04 0.41 0.89
O 1.623131 -1.057921 -1.414633 1.43 0.12 0.21
Pd -0.231493 -1.013879 -1.218991 -1.42 -5.49 -8.93
H -3.355637 -0.415571 0.334636 0.36 0.13 -0.22
H -1.103599 1.590087 -0.070145 -0.02 -0.29 0.25
H 1.377022 0.704420 1.445097 -0.06 -0.10 -0.23
H 1.058777 1.356150 -0.196298 -0.01 -0.26 0.14
H 2.273483 -1.365584 0.529565 -0.09 0.13 -0.37
H 3.057764 -0.021852 -0.323733 -0.25 -0.18 -0.04
H -1.760041 0.785724 1.470462 1.09 0.24 -0.60
```
Forces are in eV/Å.



# 3
Formula: C4H7O3S
Source: the OMol25 dataset
Level of theory: ωB97M-V/def2-TZVPD

Its energy relative to the best compared isomer or geometry (same formula, charge and spin) is 0.573 eV. Its total charge is -1.

XYZ file:
```
15
Properties=species:S:1:pos:R:3:forces:R:3
C 2.234834 -0.102180 -0.128743 2.52 1.44 3.68
C -2.566668 0.205688 -0.509094 1.46 -2.38 0.78
C 1.464392 -0.250568 -1.147957 0.23 -1.56 -2.40
C -1.933067 0.092670 0.904145 0.97 0.49 1.91
O 1.842291 0.341170 1.082747 0.70 -0.23 0.12
O 3.642416 -0.271502 -0.138845 -1.01 0.67 1.02
O -0.710569 0.324887 1.167270 -1.83 -0.11 -1.55
S -2.981709 -0.347030 2.210456 -0.03 0.11 -0.81
H -3.400332 -0.513481 -0.423335 0.51 0.12 -0.70
H -1.792131 -0.020508 -1.291645 -0.89 0.04 0.58
H -3.010913 1.128094 -0.709797 -0.44 1.78 -0.06
H 0.433734 -0.317895 -0.964212 -1.16 0.26 -0.11
H 1.946058 -0.746569 -1.975292 -0.30 0.15 -0.52
H 0.846245 0.380604 1.196507 0.20 -0.15 -0.52
H 3.985419 0.096623 0.727801 -0.93 -0.62 -1.43
```
Forces are in eV/Å.



# 4
Formula: C4H7O4
Source: the OMol25 dataset
Level of theory: ωB97M-V/def2-TZVPD

Its energy relative to the best compared isomer or geometry (same formula, charge and spin) is 6.275 eV. Its total charge is -1.

XYZ file:
```
15
Properties=species:S:1:pos:R:3:forces:R:3
O 1.277458 2.077324 -0.099445 -0.96 -0.57 1.04
C 1.159910 0.797556 -0.136461 4.13 1.69 -2.87
O 2.197428 0.069720 0.363428 0.11 -0.23 -0.17
C -0.149382 0.436339 0.828410 -5.03 1.07 1.96
C -1.177421 -0.431952 0.358557 3.44 -0.34 -0.55
C -2.533618 -0.044212 0.219378 -1.01 0.76 -0.13
O -3.496140 -0.787717 0.259347 0.06 -0.29 -0.13
H 0.326288 0.198370 1.776051 0.80 -0.37 -0.65
H -0.597458 1.435478 0.973049 -0.03 -0.24 0.28
H -0.774668 -1.323771 -0.120856 -0.58 -0.58 0.46
H 0.911036 0.513713 -1.175198 -0.47 -1.01 0.38
H -2.713742 1.043356 0.123776 0.13 0.19 0.11
H 2.394006 -0.654807 -0.339205 -0.61 -0.49 -0.09
H 2.197280 -2.191894 -2.202723 -0.21 0.65 1.02
O 1.903034 -1.757756 -1.369715 0.22 -0.24 -0.68
```
Forces are in eV/Å.



# 5
Formula: C4H7O4
Source: the OMol25 dataset
Level of theory: ωB97M-V/def2-TZVPD

The multiplicity is 2. Its energy relative to the best compared isomer or geometry (same formula, charge and spin) is 2.661 eV. Its total charge is 0. The expectation value of S² is 1.11.

XYZ file:
```
15
Properties=species:S:1:pos:R:3:forces:R:3
C 1.001492 1.557024 1.808864 -1.50 -1.06 -0.76
C 0.038772 0.747571 1.278924 0.79 0.70 0.30
C 0.385028 -0.253496 0.178266 0.58 0.02 1.32
C -0.632720 -0.286054 -0.969380 0.50 0.71 1.23
O 0.142148 -0.816821 -1.974302 -0.92 -0.20 -0.90
O -1.104103 -0.818295 -3.243110 -2.37 -1.65 0.89
O -2.153271 -1.348029 -2.799090 2.44 1.30 -1.37
O 0.467907 -1.581615 0.741034 0.28 0.38 0.18
H 0.733295 2.280610 2.594007 0.45 -0.44 -0.40
H 2.034610 1.475215 1.415742 -0.73 0.31 0.41
H -1.019820 0.732500 1.632072 0.98 0.18 -0.18
H 1.387962 0.015728 -0.218513 -0.59 -0.02 0.01
H -1.518487 -0.887757 -0.655703 0.66 0.19 -0.31
H -0.935493 0.758079 -1.210917 0.06 -0.49 0.18
H 1.172681 -1.574660 1.422104 -0.64 0.07 -0.60
```
Forces are in eV/Å.



# 6
Formula: C4H7P
Source: the OMol25 dataset
Level of theory: ωB97M-V/def2-TZVPD

As for the SMILES: C=CP1CC1. Its energy relative to the best compared isomer or geometry (same formula, charge and spin) is 1.828 eV. Its total charge is 0.

XYZ file:
```
12
Properties=species:S:1:pos:R:3:forces:R:3
C 1.273196 -1.484556 0.977999 -0.17 -2.46 2.69
C 0.952314 -0.984807 -0.162835 -1.75 1.10 -1.95
P -0.842148 -0.882783 -0.659229 -0.12 1.82 0.82
C -1.127431 0.533982 0.559812 -5.79 -0.47 -2.53
C -1.053231 1.042410 -0.876098 1.40 1.22 -0.34
H 2.261262 -1.890088 1.298125 -0.73 0.96 -0.24
H 0.383156 -1.764749 1.601066 1.11 0.05 -0.09
H 1.617772 -0.610108 -0.867770 1.52 0.21 -1.23
H -0.448969 0.708126 1.270691 2.89 0.71 2.21
H -2.194311 0.589955 1.037750 1.92 -0.16 -1.08
H -1.969350 1.590438 -1.353984 1.62 -1.70 0.94
H -0.076183 1.613548 -1.197537 -1.90 -1.26 0.80
```
Forces are in eV/Å.



# 7
Formula: C4H8
Source: the OMol25 dataset
Level of theory: ωB97M-V/def2-TZVPD

As for the SMILES: CC1CC1. Its energy relative to the best compared isomer or geometry (same formula, charge and spin) is 0.798 eV. Its total charge is 0.

XYZ file:
```
12
Properties=species:S:1:pos:R:3:forces:R:3
C 0.170010 -1.387191 -0.504376 1.65 -1.10 0.42
C -0.424831 -0.030469 -0.305168 -0.47 -1.13 0.14
C -0.217200 0.692395 0.986081 -2.12 -0.04 1.72
C 0.322657 1.212947 -0.301661 -0.48 2.80 0.22
H -0.324038 -2.138029 0.158049 0.19 0.57 -0.45
H 1.273549 -1.345211 -0.107722 -1.82 -0.26 -1.12
H 0.090496 -1.805457 -1.554433 0.42 0.70 1.10
H -1.423272 0.094585 -0.653254 -0.70 -0.15 -0.33
H -1.184510 1.021524 1.501284 1.58 0.12 -1.05
H 0.468641 0.331807 1.734949 0.30 -0.33 -0.16
H -0.133525 2.181078 -0.639354 0.60 -1.21 -0.10
H 1.382024 1.172022 -0.314393 0.84 0.04 -0.39
```
Forces are in eV/Å.



# 8
Formula: C4H8
Source: the OMol25 dataset
Level of theory: ωB97M-V/def2-TZVPD

As for the SMILES: C1CCC1. Its energy relative to the best compared isomer or geometry (same formula, charge and spin) is 0.353 eV. Its total charge is 0.

XYZ file:
```
12
Properties=species:S:1:pos:R:3:forces:R:3
C -0.454613 -0.201317 0.975659 -0.06 0.00 0.20
C -0.912006 0.516782 -0.317718 -0.19 0.10 -0.06
C 0.454330 0.202196 -0.973832 0.12 0.09 -0.20
C 0.910980 -0.519779 0.317103 0.16 -0.12 0.05
H -1.049835 -1.078276 1.244800 0.09 0.11 -0.03
H -0.390018 0.447228 1.854877 -0.02 -0.11 -0.13
H -1.126263 1.583466 -0.195414 0.04 -0.18 -0.03
H -1.771290 0.055611 -0.814733 0.14 0.07 0.08
H 1.047005 1.084983 -1.235325 -0.10 -0.15 0.05
H 0.400063 -0.439664 -1.857588 0.00 0.09 0.12
H 1.117996 -1.587467 0.188996 -0.03 0.19 0.04
H 1.773650 -0.063763 0.813173 -0.14 -0.09 -0.08
```
Forces are in eV/Å.